(1)
Here is an isolated ion of composition C4H8NOS and charge -1 in a non-equilibrium geometry from the Open Molecules 2025 dataset. Energies are from ωB97M-V with the def2-TZVPD basis set.

Structure (XYZ):
```
15
Properties=species:S:1:pos:R:3
C 0.7760 1.2671 0.3787
C 0.3716 -0.1670 -0.2373
C -0.0090 0.0150 -1.7385
S 1.4657 0.0208 -2.9218
N -0.7070 -0.7238 0.5519
C -0.9432 -1.0725 1.8575
O -1.9935 -1.4346 2.2829
H 1.6518 1.0584 1.0380
H -0.0529 1.6927 0.9148
H 1.1296 1.8132 -0.5583
H 1.2274 -0.9297 -0.2352
H -0.9040 -0.6747 -2.0384
H -0.4809 0.9977 -1.6745
H -1.5156 -0.7553 -0.0199
H -0.0160 -1.1073 2.4002
```

Summary:
- highest occupied orbital energy (eV) = -2.86
- SMILES = C[C@H](C[S-])NC=O
- relative energy (zero: lowest compared OMol25 entry of this formula, charge and spin) (kcal per mole) = 26.00
- LUMO energy (eV) = 3.638
- orbital gap (eV) = 6.5
- net charge = -1

---

(2)
Here is a 10-piece molecular cluster, C37H65N11O2P overall in a non-equilibrium geometry from the Open Molecules 2025 dataset. Energies are from ωB97M-V with the def2-TZVPD basis set.

Structure (XYZ):
```
116
Properties=species:S:1:pos:R:3
C -0.6151 -3.1286 2.0300
C -0.3502 -3.4507 0.5560
N -0.3013 -2.2716 -0.3358
C -1.5947 -1.5618 -0.3441
C -1.5858 -0.3378 -1.2749
C -1.7306 1.0736 -0.6450
P -3.4527 1.2765 0.1689
C -4.3438 2.5774 -0.7789
C -4.7631 2.4283 -2.2445
C -4.4565 -0.2166 -0.2107
C -4.7723 -0.6878 -1.6494
C -0.7623 1.3571 0.5312
C 0.6617 1.8635 0.2374
C 1.6029 0.7509 -0.2320
C 1.2664 2.4944 1.4969
N 0.5198 2.9669 -0.7678
O 0.1343 4.0679 -0.2376
C -0.1440 2.6667 -2.0864
C -0.2790 3.9694 -2.8941
C 0.6886 1.7166 -2.9591
C -1.5572 2.1214 -1.7753
C -0.0404 -2.7615 -1.6730
C 1.3349 -2.5361 -2.2090
O -0.8614 -3.3651 -2.2808
H -0.6347 -2.0530 2.2310
H 0.1286 -3.5818 2.6865
H -1.5905 -3.5192 2.3348
H -1.1070 -4.1549 0.1817
H 0.6213 -3.9506 0.4607
H -2.3915 -2.2498 -0.6644
H -1.8317 -1.2785 0.6839
H -2.3920 -0.4515 -2.0020
H -0.6641 -0.3581 -1.8621
H -3.7079 3.4623 -0.6658
H -5.2244 2.8008 -0.1653
H -5.1900 3.3707 -2.6067
H -3.9192 2.1861 -2.8920
H -5.5350 1.6654 -2.3687
H -5.3918 0.0231 0.3122
H -4.0292 -1.0419 0.3651
H -4.2934 -0.0694 -2.4088
H -5.8487 -0.6811 -1.8391
H -4.4292 -1.7148 -1.8135
H -0.6862 0.4715 1.1740
H -1.2296 2.1388 1.1423
H 1.1029 0.0103 -0.8464
H 2.4445 1.1636 -0.7966
H 1.9802 0.2142 0.6418
H 0.5157 2.9929 2.1116
H 2.0425 3.2168 1.2279
H 1.7338 1.7129 2.1004
H -0.1841 4.8466 -2.2613
H 0.4783 4.0203 -3.6826
H -1.2523 4.0021 -3.3961
H 0.8688 0.7391 -2.5351
H 1.6658 2.1681 -3.1643
H 0.1740 1.5945 -3.9172
H -2.1806 2.9947 -1.5893
H -1.9136 1.6635 -2.7071
H 1.8283 -3.5135 -2.2034
H 1.9088 -1.8286 -1.6190
H 1.2543 -2.2178 -3.2541
C 1.5538 -7.3079 -2.1105
C 2.1775 -6.2527 -1.3251
N 2.6383 -5.4016 -0.7080
H 1.6969 -7.1125 -3.1715
H 1.9965 -8.2700 -1.8604
H 0.4867 -7.3381 -1.8986
C 5.9281 -4.7197 -1.0893
C 6.9770 -4.8125 -2.0939
N 7.8070 -4.8865 -2.8824
H 5.1219 -5.4148 -1.3073
H 6.3315 -4.9527 -0.1056
H 5.5122 -3.7144 -1.0673
C 0.8185 -2.4547 5.9682
C -0.3930 -3.1828 5.6274
N -1.3582 -3.7514 5.3770
H 1.6871 -3.1088 5.9179
H 0.9557 -1.6092 5.2962
H 0.7453 -2.0737 6.9862
C -2.6837 6.2189 1.4737
C -4.0210 5.7257 1.1823
N -5.0609 5.3007 0.9486
H -1.9544 5.4124 1.3917
H -2.4066 7.0143 0.7846
H -2.6567 6.6082 2.4905
C -0.1956 2.1495 5.2914
C 0.7671 1.1912 4.7700
N 1.5209 0.4372 4.3444
H -0.0338 3.1234 4.8361
H -1.2070 1.8213 5.0599
H -0.0866 2.2427 6.3699
C -4.8961 6.8526 4.7324
C -3.7602 6.0028 5.0632
N -2.8652 5.3249 5.2951
H -5.3625 6.4994 3.8130
H -5.6297 6.8227 5.5356
H -4.5652 7.8805 4.5951
C 1.6509 5.8545 -6.5790
C 0.7969 4.6747 -6.5833
N 0.1260 3.7448 -6.5868
H 2.0702 6.0131 -7.5705
H 1.0719 6.7308 -6.2939
H 2.4640 5.7212 -5.8679
C 8.5431 -4.3761 -6.2006
C 8.2962 -3.4821 -7.3230
N 8.1015 -2.7763 -8.2061
H 8.0388 -4.0239 -5.3039
H 8.1791 -5.3760 -6.4289
H 9.6094 -4.4316 -5.9903
C 0.8946 -6.0137 8.0908
C 2.0780 -5.1638 8.1247
N 2.9967 -4.4768 8.1306
H 0.5416 -6.2009 9.1030
H 0.1033 -5.5259 7.5223
H 1.1334 -6.9639 7.6172
```

Summary:
- highest occupied orbital energy (alpha / beta) (eV) = -7.88 / -7.92
- LUMO energy (alpha / beta) (eV) = 0.365 / 0.364
- orbital gap (alpha / beta) (eV) = 8.2 / 8.3
- net charge = 0
- 2S+1 = 2